This record from the Open Molecules 2025 dataset describes a 11-piece molecular cluster, C18H58O16 overall. The level of theory is the ωB97M-V functional and the def2-TZVPD basis.

Cartesian coordinates (Å):
O -0.3904 -4.2432 -0.8650
C -1.1865 -3.8857 -2.0138
C -2.6360 -4.3511 -1.8530
O -3.3660 -3.8299 -3.0317
H -0.1131 -5.1803 -0.8898
H -1.1059 -2.8006 -2.1977
H -0.8307 -4.3740 -2.9091
H -3.1566 -3.9304 -0.9937
H -2.6840 -5.4398 -1.8531
H -3.5991 -4.4575 -3.7686
O -1.7362 -4.3484 2.8722
C -1.2331 -2.9776 2.9861
C -2.0353 -2.2946 4.0312
O -3.3927 -2.4773 3.7081
H -1.3138 -4.6776 2.0682
H -0.1706 -3.0397 3.1987
H -1.4571 -2.4955 2.0098
H -1.7251 -1.2601 4.0068
H -1.7790 -2.6525 5.0286
H -3.3615 -3.4157 3.3911
O 3.3702 3.8065 2.4978
C 2.0063 3.4680 2.4517
C 1.8010 2.1507 3.2110
O 2.8769 1.3246 2.9138
H 3.6685 4.2178 3.3499
H 1.3839 4.2238 2.8996
H 1.8245 3.3568 1.4098
H 0.9304 1.6483 2.7776
H 1.5840 2.4116 4.2661
H 3.6033 1.9408 2.7346
O -0.0837 4.1295 -0.5553
C -1.2357 4.6134 -1.2479
C -1.3187 4.3571 -2.7681
O -0.1312 4.7572 -3.5086
H 0.6806 4.0390 -1.1691
H -2.0461 4.1019 -0.7417
H -1.2660 5.6802 -1.0231
H -2.2260 4.8315 -3.1375
H -1.4138 3.2375 -2.9262
H 0.7030 4.3308 -3.2943
O 0.8578 -1.6389 -0.2519
C -0.1596 -0.6408 0.0293
C 0.3744 0.7706 -0.0788
O -0.5964 1.5436 0.5704
H 0.4521 -2.5347 -0.1868
H -0.9994 -0.8102 -0.5965
H -0.4703 -0.7291 1.1047
H 0.5714 1.0371 -1.1263
H 1.3135 0.7735 0.4885
H -0.3586 2.4553 0.3590
C 3.2334 2.4772 -1.5339
C 3.5118 1.0252 -1.3309
O 2.7437 0.2718 -2.2057
H 2.4568 2.7846 -0.8066
H 2.8939 2.6977 -2.5685
H 4.1638 2.9987 -1.3569
H 3.3851 0.6629 -0.3150
H 4.5585 0.8620 -1.5405
H 2.2044 -0.4126 -1.7553
C -0.9564 0.4512 -4.0852
C -2.0599 -0.6424 -3.8653
O -1.4919 -1.9565 -4.1580
H -0.5612 0.4152 -5.0906
H -0.1010 0.2414 -3.4334
H -1.3663 1.4459 -3.8767
H -2.9807 -0.4591 -4.4331
H -2.3442 -0.6303 -2.7916
H -2.0735 -2.6884 -4.0181
C 3.1912 -5.3652 -0.4781
C 2.1056 -6.0078 0.3300
O 1.0951 -6.6056 -0.4580
H 3.5849 -6.0990 -1.1824
H 3.9640 -5.0402 0.2274
H 2.7458 -4.5447 -1.0166
H 1.5435 -5.3226 0.9650
H 2.5047 -6.7622 1.0136
H 1.4521 -7.2233 -1.0793
C -1.9505 3.9961 2.3945
C -1.1093 5.1495 2.7662
O -0.4587 4.8915 4.0696
H -2.5054 4.1770 1.4510
H -2.7095 3.9310 3.1585
H -1.3536 3.0848 2.3771
H -1.7190 6.0676 2.7944
H -0.2628 5.2949 2.1136
H -1.1434 4.6476 4.7116
O -2.7799 1.7933 -1.4528
H -3.7044 1.6858 -1.1584
H -2.2250 1.5092 -0.7294
O 1.8817 -1.3783 2.6327
H 2.3113 -0.5272 2.6811
H 1.9015 -1.6190 1.6571

Forces on atoms 1 to 3 (eV/Å):
O -0.3 0.2 -0.2
C -0.1 -0.2 0.9
C -0.5 0.5 -1.7

Computed properties:
structure (SMILES) = OCCO.OCCO.OCCO.OCCO.OCCO.CCO.CCO.CCO.CCO.O.O
HOMO-LUMO gap = 10.2 eV

In the Mulliken picture, each atom carries the following charge in e: -0.4326 0.0193 -0.2764 -0.6032 0.2230 -0.0316 0.3939 0.2061 0.3258 0.3021 -0.6827 0.2885 -0.4917 -0.5425 0.2917 0.2940 -0.0602 0.2869 0.2697 0.3495 -0.6665 0.4768 -0.1384 -0.5529 0.3447 0.2293 -0.3797 -0.0961 0.3332 0.3736 -0.3269 -0.1926 -0.0913 -0.5500 0.1332 0.2383 0.1884 0.3879 -0.1332 0.3037 -0.1721 -0.0939 0.7592 -0.5489 -0.0299 0.4751 -0.2403 0.1820 -0.2480 0.0451 -0.2464 -0.1791 -0.6280 -0.4682 0.1783 0.4702 0.0866 0.4189 0.2305 -0.5826 -0.1163 -0.6503 0.4713 0.0292 -0.0499 0.4777 0.1024 0.3071 -0.9628 -0.1020 -0.5647 0.3879 0.3205 0.1886 0.0937 0.3407 0.2631 -0.6205 -0.2421 -0.5494 0.0842 0.5831 0.0285 0.3598 0.1645 0.3106 -0.5703 0.2654 0.2543 -0.6467 0.3264 0.2970

***

This record from the Open Molecules 2025 dataset describes a 2-piece molecular cluster, C14H25BBrF4O6P2S overall. The level of theory is the ωB97M-V functional and the def2-TZVPD basis.

Cartesian coordinates (Å):
C 4.2137 -1.3954 1.6308
C 3.6429 -1.8971 0.2797
O 3.1903 -0.8052 -0.5167
C 2.3872 -1.2761 -1.5758
C 1.3420 -0.2475 -2.0558
C 2.0111 0.8290 -2.9536
O 2.0224 0.8651 -4.1045
O 2.5305 1.7488 -2.0705
C 1.5137 1.8977 -1.0515
S 2.5746 2.2153 0.4683
P 0.6985 3.5445 -1.5174
C -0.8447 3.8401 -0.5211
C 1.8392 4.9108 -0.9796
C 0.5621 0.6027 -1.0189
C -0.8760 0.7963 -1.5684
C -1.6725 -0.5221 -1.8468
C -3.1355 -0.5036 -1.3004
C -3.5163 -1.7649 -0.4688
O -4.3123 -1.3831 0.6593
C -3.6703 -1.5960 1.8521
O -4.0165 -1.0664 2.8077
P 0.5502 0.0693 0.8077
O -0.7811 0.8719 1.4269
Br 0.0487 -2.1239 0.9848
H 5.1659 -1.8997 1.8361
H 4.2984 -0.3060 1.6579
H 3.5360 -1.7353 2.4250
H 4.4395 -2.4195 -0.2807
H 2.8502 -2.6198 0.5101
H 1.8726 -2.2265 -1.3776
H 3.0578 -1.4689 -2.4407
H 0.7721 -0.8229 -2.8003
H 3.8131 2.2816 -0.0749
H -0.9708 4.8989 -0.2668
H -0.8784 3.2483 0.4050
H -1.6981 3.5510 -1.1456
H 2.8615 4.7515 -1.3353
H 1.4365 5.8721 -1.3236
H 1.8979 4.9812 0.1175
H -0.8488 1.3607 -2.5154
H -1.5062 1.3949 -0.9011
H -1.7295 -0.6160 -2.9405
H -1.1702 -1.4312 -1.4943
H -3.3989 0.4184 -0.7689
H -3.7926 -0.5496 -2.1822
H -4.0660 -2.4876 -1.0870
H -2.6002 -2.2839 -0.1549
H -2.8299 -2.3101 1.9540
H -1.5775 0.3264 1.2946
B -3.0497 -3.5017 5.1088
F -2.8131 -4.7205 5.7845
F -2.0952 -3.3476 4.0587
F -4.3484 -3.5187 4.5554
F -2.9299 -2.4294 6.0148

Forces on atoms 1 to 3 (eV/Å):
C -0.5 -0.7 -0.2
C 1.1 0.1 0.6
O -1.0 -0.6 0.5

Computed properties:
total charge = -1
HOMO-LUMO gap = 8.2 eV

In the Mulliken picture, each atom carries the following charge in e: -1.0383 -0.2500 -0.1477 -1.3330 0.6564 -0.2972 -0.5187 -0.4215 0.3157 -0.2872 -0.0744 -1.0297 -1.0817 1.2423 -1.7130 -0.9102 -0.7247 -0.5431 -0.4066 0.1563 -0.3798 0.4489 -0.5287 -0.2221 0.3497 0.1776 0.2910 0.3777 0.2132 0.5153 0.4095 0.4202 0.1662 0.4404 0.2949 0.2795 0.3355 0.4033 0.3409 0.7815 0.3956 0.4033 0.5084 0.4747 0.3011 0.3734 0.2309 0.3893 0.2378 0.6019 -0.4006 -0.3955 -0.4202 -0.4084

***

This record from the Open Molecules 2025 dataset describes a 4-piece molecular cluster, C4H7NO3 overall. The level of theory is the ωB97M-V functional and the def2-TZVPD basis.

Cartesian coordinates (Å):
C 0.0023 0.3753 2.2038
C -0.5680 -0.2774 -0.1157
C 0.7400 -0.9970 -0.4499
C -0.7906 0.7145 -1.2760
H 1.5215 0.5412 2.7280
H -0.5684 -1.0818 2.0688
H -0.7403 1.5805 2.6892
H -1.3453 -0.7963 0.1591
H 1.4871 -1.3544 0.2233
H 0.1761 -1.8075 -1.2174
H 0.5169 0.3368 -2.8970
N 0.4399 0.9235 -1.8298
O -0.4271 0.8319 0.8150
O 1.3417 0.0133 -1.2178
O -1.7857 0.9972 -1.8836

Forces on atoms 1 to 3 (eV/Å):
C -1.8 2.1 -1.1
C 4.3 5.0 0.7
C -4.4 0.2 -3.9

Computed properties:
energy above the lowest of the compared OMol25 structures with the same formula, charge and spin = 1172.3 kJ/mol
HOMO-LUMO gap = 9.4 eV

In the Mulliken picture, each atom carries the following charge in e: -0.5753 -0.5717 -0.2653 0.2267 0.2284 0.2508 0.2406 1.0111 0.3694 0.2020 0.3461 -0.2576 -0.3068 -0.3438 -0.5546

***

This record from the Open Molecules 2025 dataset describes C20H13N5O8Ti as an isolated structure. The level of theory is the ωB97M-V functional and the def2-TZVPD basis.

Cartesian coordinates (Å):
Ti 0.8240 0.3472 0.0895
O 2.9845 -3.8778 3.9414
C 2.5191 -2.9214 3.1635
C 1.7935 -1.8130 3.6450
C 1.3657 -0.8928 2.7301
N 1.6137 -1.0296 1.4255
C 2.3129 -2.0717 0.9577
C 2.7865 -3.0472 1.7838
C 2.4597 -1.9474 -0.5414
O 3.0170 -2.7141 -1.2499
O 1.8431 -0.8029 -0.9442
C 0.5813 0.3774 2.9665
O 0.1885 0.7571 4.0182
O 0.3887 1.0007 1.7780
H 2.7797 -3.7470 4.8783
H 1.5772 -1.6777 4.6975
H 3.3511 -3.8885 1.4049
O -2.6705 -2.5147 0.3586
C -3.4282 -1.9436 -0.5707
C -4.6403 -2.5588 -0.8704
C -5.4583 -2.0340 -1.8432
C -5.1038 -0.8758 -2.5630
C -3.9344 -0.2433 -2.2722
C -3.0717 -0.7416 -1.2523
C -1.8867 -0.0533 -0.9351
O -0.9353 -0.5522 -0.2182
N -1.7197 1.2382 -1.3934
N -0.4328 1.6380 -1.1394
C -0.0114 2.7896 -1.4966
C 1.3900 3.0584 -1.1758
C 2.0764 4.1630 -1.6205
C 3.4341 4.2709 -1.3223
C 4.0474 3.2673 -0.5984
C 3.2911 2.1755 -0.1918
N 1.9949 2.0709 -0.4728
H -1.8181 -2.0596 0.4360
H -4.9034 -3.4587 -0.3318
H -6.3900 -2.5338 -2.0741
H -5.7454 -0.5061 -3.3494
H -3.6236 0.6201 -2.8456
H -0.6287 3.5292 -1.9975
H 1.5666 4.9275 -2.1914
H 3.9998 5.1280 -1.6618
H 5.0985 3.3139 -0.3528
H 3.7429 1.3652 0.3673
O -3.8423 2.0691 -0.5559
N -2.7831 2.3995 -0.6102

Forces on atoms 1 to 3 (eV/Å):
Ti -0.2 -0.3 0.0
O 0.0 -0.1 0.0
C 0.0 0.1 0.0

Computed properties:
energy above the lowest of the compared OMol25 structures with the same formula, charge and spin = 0.0 kJ/mol
total charge = +2
HOMO-LUMO gap = 6.8 eV

In the Mulliken picture, each atom carries the following charge in e: -0.5694 -0.4677 0.8775 -0.4522 0.1322 0.2306 0.2164 -0.6282 0.3466 -0.4810 -0.2743 0.3541 -0.5022 -0.3369 0.3391 0.5002 0.6179 -0.5803 0.3958 -0.7183 -0.3553 -0.9563 -0.2253 0.1978 1.1386 -0.4468 -0.5524 0.4808 0.0389 0.5312 -0.9291 -0.2675 -0.9607 0.1533 0.2933 0.3213 0.4887 0.4232 0.4505 0.5092 0.4676 0.4790 0.4592 0.4396 0.5042 -0.0650 0.3821

***

Calculated total energy, -52362.8048 -138217.2521 -11883.1270 -67883.8288 eV (same order as the records).
Calculated LUMO energy, 0.393 1.991 -0.345 -7.790 eV (same order as the records).